[1]
The following is a DFT calculation (wB97M-V/def2-TZVPD) of a cluster of 6 separate species, C23H50BrN10O6 in total.

```
90
C23H50BrN10O6 | OMol25 | wB97M-V/def2-TZVPD
C 0.451 -2.352 2.093
C 0.936 -2.484 0.648
C 2.179 -3.364 0.513
O 1.789 -4.563 -0.192
N 2.872 -5.335 -0.541
C 3.741 -5.883 0.493
C 4.968 -5.057 0.811
C 5.766 -4.391 -0.277
N 5.246 -4.990 2.038
C 2.989 -5.610 -1.821
N 3.902 -6.458 -2.343
C 3.654 -6.483 -3.626
N 2.644 -5.697 -3.965
N 2.196 -5.112 -2.808
Br 0.819 -3.900 -2.865
H -0.007 -3.288 2.425
H -0.301 -1.568 2.163
H 1.280 -2.160 2.774
H 0.142 -2.932 0.052
H 1.205 -1.495 0.296
H 2.581 -3.614 1.497
H 2.966 -2.841 -0.038
H 4.021 -6.896 0.202
H 3.156 -5.959 1.406
H 5.637 -3.311 -0.202
H 5.523 -4.724 -1.280
H 6.821 -4.599 -0.099
H 6.103 -4.461 2.198
H 4.185 -7.069 -4.360
H 2.249 -5.541 -4.878
C -3.488 1.632 2.746
C -3.033 0.291 2.230
O -1.856 -0.059 2.274
N -3.980 -0.522 1.710
C -5.404 -0.258 1.563
H -2.616 2.157 3.130
H -3.951 2.217 1.955
H -4.212 1.510 3.551
H -3.623 -1.410 1.395
H -5.984 -0.997 2.120
H -5.695 -0.311 0.513
H -5.647 0.733 1.930
C 2.989 2.599 -0.739
C 2.388 1.364 -0.118
O 2.820 0.235 -0.341
N 1.334 1.546 0.714
C 0.703 2.798 1.092
H 3.819 2.298 -1.371
H 2.252 3.127 -1.343
H 3.357 3.281 0.023
H 0.959 0.698 1.111
H 0.760 2.941 2.172
H -0.349 2.794 0.803
H 1.196 3.633 0.606
C 5.746 7.043 -0.693
C 4.826 6.026 -1.327
O 3.882 5.542 -0.720
N 5.084 5.665 -2.610
C 6.149 6.131 -3.478
H 5.404 7.220 0.322
H 6.772 6.675 -0.663
H 5.726 7.983 -1.243
H 4.434 4.988 -2.978
H 5.737 6.607 -4.369
H 6.779 5.298 -3.794
H 6.769 6.853 -2.959
C -5.336 5.066 2.722
C -6.428 4.085 2.366
O -6.188 3.019 1.813
N -7.699 4.427 2.681
C -8.173 5.635 3.331
H -4.384 4.652 2.406
H -5.490 6.019 2.216
H -5.305 5.241 3.798
H -8.381 3.733 2.415
H -8.688 5.391 4.261
H -8.868 6.169 2.683
H -7.341 6.292 3.560
C -4.258 -2.950 -0.820
C -4.975 -2.604 -2.108
O -6.104 -2.161 -2.118
N -4.293 -2.815 -3.272
C -2.954 -3.332 -3.433
H -4.930 -2.731 0.004
H -3.995 -4.008 -0.789
H -3.349 -2.354 -0.708
H -4.816 -2.569 -4.098
H -2.328 -2.598 -3.950
H -2.960 -4.252 -4.022
H -2.516 -3.546 -2.463
```

## Properties
Charge ... +1
Spin multiplicity ... 1
E ... -4479.11695 Ha
HOMO level ... -10.9 eV


[2]
The following is a DFT calculation (wB97M-V/def2-TZVPD) of a cluster of 5 separate species, C23H50F8NO20P5 in total in a non-equilibrium geometry.

```
107
C23H50F8NO20P5 | OMol25 | wB97M-V/def2-TZVPD
N -5.416 3.052 -2.476
P -3.767 2.373 -2.240
O -3.005 3.460 -1.084
C -2.703 2.539 -3.830
C -1.191 2.117 -3.266
C -0.684 0.729 -3.987
C 0.919 0.990 -4.235
C 1.771 -0.422 -4.111
O 3.206 -0.290 -4.408
C 4.037 -0.308 -3.194
C 4.394 -1.832 -2.643
F 3.203 -2.669 -2.375
F 5.128 -2.509 -3.774
C 5.457 -1.719 -1.388
F 5.172 -0.532 -0.498
F 6.785 -1.384 -2.027
C 5.702 -3.113 -0.566
F 6.863 -2.868 0.367
F 6.080 -4.248 -1.454
C 4.461 -3.615 0.371
F 3.684 -4.765 -0.225
F 3.457 -2.583 0.711
C -1.725 0.736 -5.257
O -1.674 0.096 -6.446
O -2.896 1.569 -4.928
H -5.376 4.046 -2.793
H -5.838 3.103 -1.507
H -2.705 4.245 -1.657
H -2.815 3.662 -4.167
H -0.466 3.043 -3.313
H -1.260 1.810 -2.125
H -1.016 -0.224 -3.395
H 1.291 1.662 -3.322
H 1.144 1.521 -5.253
H 1.519 -0.867 -3.058
H 1.311 -1.155 -4.931
H 5.090 0.158 -3.507
H 3.637 0.404 -2.327
H 4.922 -4.041 1.379
C 5.158 -0.985 5.586
O 6.212 -1.932 5.693
P 6.032 -3.459 4.901
O 5.274 -2.817 3.735
O 4.953 -3.941 6.050
C 5.324 -3.826 7.410
O 5.853 -4.986 4.108
C 6.751 -5.972 4.574
H 5.288 -0.239 6.379
H 5.214 -0.467 4.627
H 4.184 -1.454 5.704
H 4.818 -2.957 7.849
H 6.410 -3.709 7.532
H 5.006 -4.721 7.956
H 6.576 -6.173 5.634
H 7.780 -5.634 4.427
H 6.594 -6.891 4.005
C -5.217 5.941 1.952
O -6.588 5.930 2.324
P -7.749 5.349 1.181
O -6.769 4.299 0.649
O -7.592 6.735 0.301
C -7.732 7.974 0.968
O -8.911 4.768 0.038
C -10.238 5.143 0.344
H -4.683 6.611 2.635
H -4.790 4.942 2.061
H -5.081 6.298 0.933
H -6.739 8.414 1.120
H -8.230 7.863 1.941
H -8.322 8.660 0.351
H -10.337 6.232 0.330
H -10.513 4.759 1.330
H -10.908 4.713 -0.405
C 2.624 -0.782 12.583
O 1.594 -1.693 12.227
P 1.501 -2.233 10.586
O 3.027 -2.221 10.447
O 0.904 -0.767 10.127
C -0.212 -0.247 10.823
O 1.408 -2.772 8.945
C 0.165 -3.355 8.613
H 2.351 -0.314 13.536
H 3.565 -1.315 12.730
H 2.747 -0.003 11.833
H 0.127 0.537 11.511
H -0.738 -1.025 11.395
H -0.916 0.198 10.113
H -0.639 -2.622 8.723
H -0.027 -4.214 9.262
H 0.199 -3.695 7.575
C -3.407 -0.266 -13.205
O -3.233 -0.372 -11.799
P -1.623 -0.410 -11.167
O -1.128 0.560 -12.245
O -1.438 -1.958 -11.704
C -2.418 -2.914 -11.351
O -0.013 -0.448 -10.535
C 0.059 -0.926 -9.208
H -4.432 -0.571 -13.446
H -3.284 0.771 -13.522
H -2.714 -0.908 -13.745
H -3.067 -3.099 -12.216
H -3.034 -2.578 -10.505
H -1.933 -3.856 -11.076
H -0.296 -1.959 -9.157
H -0.546 -0.293 -8.552
H 1.100 -0.889 -8.875
```

## Properties
Charge ... 0
SMILES ... NP(O)[C@H]1C[C@H](CCOCC(F)(F)C(F)(F)C(F)(F)C(F)F)C(=O)O1.COP(=O)(OC)OC.COP(=O)(OC)OC.COP(=O)(OC)OC.COP(=O)(OC)OC
Spin multiplicity ... 1
E ... -4970.89139 Ha
HOMO level ... -8.9 eV


[3]
The following is a DFT calculation (wB97M-V/def2-TZVPD) of a structure of composition C23H50KN3O4SSi3Te in a non-equilibrium geometry.

```
86
C23H50KN3O4SSi3Te | OMol25 | wB97M-V/def2-TZVPD
K 0.695 0.821 -0.215
C -0.998 2.483 2.623
C -2.000 1.297 2.649
N -2.357 0.814 1.328
C -3.625 1.268 0.777
C -3.566 1.844 -0.644
N -2.694 2.967 -0.920
C -2.836 4.180 -0.137
C -2.276 4.152 1.313
N -1.140 3.276 1.433
H -1.124 3.054 3.560
H 0.028 2.106 2.633
H -1.555 0.481 3.225
H -2.907 1.597 3.194
H -2.220 -0.177 1.204
H -4.362 0.451 0.762
H -4.032 2.028 1.451
H -3.253 1.040 -1.313
H -4.596 2.116 -0.922
H -1.727 2.672 -0.850
H -2.306 4.971 -0.677
H -3.893 4.475 -0.114
H -2.050 5.188 1.611
H -3.051 3.801 2.002
H -0.273 3.702 1.120
C -4.107 -1.618 -1.444
O -2.759 -1.301 -1.242
Si -1.588 -2.501 -0.961
C -2.038 -3.143 0.761
C -2.096 -3.891 -2.138
C 0.060 -1.868 -1.114
Si 1.297 -2.833 -0.204
C 1.153 -2.686 1.682
C 1.232 -4.705 -0.510
C 3.085 -2.369 -0.570
Si 0.545 -1.216 -2.743
C -0.764 -0.103 -3.519
C 0.900 -2.560 -4.030
C 2.128 -0.152 -2.712
H -4.266 -2.159 -2.385
H -4.684 -0.689 -1.485
H -4.522 -2.234 -0.634
H -3.127 -3.165 0.876
H -1.624 -2.509 1.548
H -1.670 -4.160 0.929
H -3.007 -4.404 -1.809
H -1.293 -4.628 -2.213
H -2.273 -3.499 -3.146
H 0.373 -3.337 2.084
H 0.917 -1.662 1.986
H 2.099 -2.962 2.160
H 0.281 -5.135 -0.178
H 2.038 -5.212 0.031
H 1.338 -4.929 -1.577
H 3.337 -1.360 -0.231
H 3.321 -2.423 -1.636
H 3.740 -3.068 -0.039
H -1.770 -0.513 -3.420
H -0.536 0.037 -4.582
H -0.763 0.885 -3.047
H 0.011 -3.170 -4.215
H 1.687 -3.230 -3.665
H 1.232 -2.131 -4.982
H 2.444 0.122 -1.704
H 1.986 0.786 -3.254
H 2.973 -0.682 -3.159
Te 3.252 2.213 1.610
C 4.086 0.883 3.044
C 3.636 -0.434 3.204
C 4.193 -1.292 4.146
C 5.227 -0.864 4.969
C 5.693 0.438 4.826
C 5.134 1.292 3.882
H 2.837 -0.795 2.572
H 3.811 -2.304 4.231
H 5.662 -1.531 5.704
H 6.502 0.796 5.455
H 5.511 2.303 3.785
C 0.586 4.946 -2.625
S 1.242 3.846 -1.400
O 1.138 4.579 -0.143
O 2.586 3.526 -1.834
O 0.342 2.679 -1.434
H 1.266 5.793 -2.706
H -0.402 5.279 -2.312
H 0.521 4.415 -3.574
```

## Properties
Charge ... -2
Spin multiplicity ... 1
E ... -3506.43661 Ha
HOMO level ... -0.9 eV


[4]
The following is a DFT calculation (wB97M-V/def2-TZVPD) of a structure of composition C23H50N3O2P2Ti in a non-equilibrium geometry.

```
81
C23H50N3O2P2Ti | OMol25 | wB97M-V/def2-TZVPD
Ti -0.092 0.314 -0.455
P -0.328 -1.711 -1.893
P -0.213 2.749 0.097
N 1.008 0.972 -2.110
C 1.216 -1.420 -2.855
H 1.926 -2.232 -2.633
H 0.961 -1.509 -3.920
C 1.907 -0.073 -2.644
H 2.759 -0.146 -1.947
H 2.334 0.285 -3.597
C 1.621 2.338 -2.047
H 1.177 2.960 -2.846
H 2.687 2.227 -2.284
C 1.468 2.968 -0.668
H 1.665 4.045 -0.747
H 2.221 2.561 0.031
C 0.041 3.540 1.746
C 0.602 2.528 2.745
H 1.551 2.086 2.411
H -0.117 1.722 2.943
H 0.791 3.043 3.695
C -1.213 3.955 -0.881
C -2.710 3.835 -0.566
H -3.278 4.195 -1.435
H -2.992 4.457 0.292
H -3.028 2.805 -0.373
C -1.619 -2.020 -3.179
C -2.916 -2.569 -2.574
H -3.690 -2.533 -3.352
H -3.273 -1.968 -1.729
H -2.817 -3.617 -2.262
C -0.073 -3.287 -0.964
C -1.216 -3.544 0.026
H -0.811 -4.070 0.903
H -1.994 -4.187 -0.409
H -1.697 -2.624 0.389
C -2.053 0.403 -0.844
C -0.690 5.402 -0.774
H 0.159 5.533 -0.091
H -0.362 5.748 -1.763
H -1.488 6.082 -0.448
C -1.133 -2.853 -4.380
H -1.949 -3.489 -4.747
H -0.837 -2.194 -5.207
H -0.282 -3.507 -4.154
C 0.206 -4.497 -1.855
H 0.446 -5.351 -1.208
H -0.667 -4.779 -2.458
H 1.069 -4.342 -2.515
C -1.213 4.217 2.303
H -2.088 3.557 2.254
H -1.044 4.460 3.359
H -1.450 5.157 1.789
H 0.812 4.305 1.560
H 0.846 -3.085 -0.385
H -1.065 3.621 -1.922
H -1.832 -0.999 -3.539
O -3.197 0.227 -0.478
H 0.106 1.028 -2.649
H -1.586 0.872 -1.867
C -1.296 -1.029 3.040
N 0.108 -1.408 3.155
C 0.549 -1.971 4.417
C 1.874 -2.661 4.230
C 2.854 -1.767 3.517
N 2.259 -1.361 2.259
C 3.148 -0.929 1.187
C 0.956 -1.103 2.175
O 0.501 -0.537 1.107
H -1.793 -1.317 3.971
H -1.787 -1.555 2.209
H -1.428 0.055 2.896
H 0.639 -1.172 5.173
H -0.224 -2.670 4.750
H 1.735 -3.585 3.655
H 2.283 -2.933 5.207
H 3.786 -2.286 3.284
H 3.089 -0.881 4.135
H 3.138 0.165 1.052
H 4.161 -1.239 1.458
H 2.879 -1.407 0.233
```

## Properties
Charge ... +3
Spin multiplicity ... 1
E ... -2752.37271 Ha
HOMO level ... -18.0 eV


[5]
The following is a DFT calculation (wB97M-V/def2-TZVPD) of a cluster of 5 separate species, C23H51N2O19P4 in total in a non-equilibrium geometry.

```
99
C23H51N2O19P4 | OMol25 | wB97M-V/def2-TZVPD
C 11.837 -0.521 -1.116
C 11.838 -1.240 0.225
N 11.504 -2.650 0.121
C 12.461 -3.463 -0.616
N 12.174 -3.508 -2.066
C 10.934 -4.110 -2.475
O 9.882 -3.145 -2.377
C 8.665 -3.659 -2.025
C 7.769 -4.064 -3.003
C 6.518 -4.551 -2.640
C 6.160 -4.641 -1.299
C 7.067 -4.234 -0.328
C 8.319 -3.745 -0.680
C 12.540 -4.905 -0.013
O 11.465 -5.367 0.425
O 13.689 -5.435 -0.082
H 12.521 -0.992 -1.822
H 10.842 -0.529 -1.563
H 12.153 0.519 -0.976
H 11.079 -0.772 0.863
H 12.812 -1.071 0.719
H 11.451 -3.064 1.044
H 13.476 -3.046 -0.539
H 12.927 -4.061 -2.461
H 11.038 -4.377 -3.535
H 10.658 -5.005 -1.903
H 8.056 -3.983 -4.045
H 5.814 -4.863 -3.403
H 5.180 -5.022 -1.036
H 6.811 -4.303 0.723
H 9.053 -3.455 0.062
C 2.454 -1.472 -0.957
O 1.632 -2.370 -0.184
P 1.447 -3.835 -0.736
O 2.633 -4.531 -1.221
O 0.327 -3.716 -1.862
C -0.833 -2.912 -1.599
O 0.717 -4.464 0.525
C 0.457 -5.873 0.476
H 2.108 -0.472 -0.713
H 3.498 -1.600 -0.676
H 2.339 -1.648 -2.027
H -0.652 -1.884 -1.909
H -1.090 -2.919 -0.540
H -1.652 -3.336 -2.176
H -0.252 -6.104 -0.321
H 0.027 -6.144 1.437
H 1.383 -6.424 0.315
C -1.143 3.336 -0.281
O -0.824 2.617 0.918
P -0.941 1.038 0.854
O -0.341 0.376 -0.301
O -2.489 0.709 0.967
C -3.291 1.373 1.961
O -0.305 0.699 2.259
C -0.091 -0.696 2.547
H -1.387 4.353 0.017
H -0.285 3.339 -0.950
H -1.999 2.893 -0.793
H -3.716 2.283 1.540
H -2.699 1.618 2.843
H -4.101 0.707 2.237
H -1.046 -1.219 2.615
H 0.417 -0.738 3.506
H 0.528 -1.155 1.777
C -6.798 4.577 3.709
O -7.575 3.481 4.218
P -7.584 2.149 3.366
O -6.290 1.650 2.903
O -8.560 2.412 2.145
C -9.820 3.073 2.359
O -8.378 1.234 4.383
C -8.526 -0.151 4.034
H -7.192 5.480 4.166
H -5.752 4.445 3.980
H -6.887 4.654 2.624
H -9.694 4.145 2.223
H -10.220 2.864 3.351
H -10.506 2.705 1.601
H -9.134 -0.255 3.135
H -9.026 -0.628 4.871
H -7.550 -0.607 3.874
C -12.479 6.101 -1.656
O -11.285 5.416 -2.067
P -9.987 5.649 -1.193
O -10.138 5.561 0.257
O -9.421 7.071 -1.625
C -9.325 7.404 -3.016
O -9.054 4.574 -1.877
C -7.768 4.334 -1.279
H -13.127 6.151 -2.527
H -12.967 5.545 -0.859
H -12.256 7.111 -1.310
H -10.245 7.887 -3.342
H -9.142 6.519 -3.625
H -8.494 8.096 -3.123
H -7.146 5.227 -1.340
H -7.311 3.529 -1.845
H -7.887 4.031 -0.239
```

## Properties
Charge ... -1
Spin multiplicity ... 1
E ... -3811.90815 Ha
HOMO level ... -4.0 eV